No. 1
Computed, not measured: a cluster of 6 separate species, H12O6 in total, with ωB97M-V/def2-TZVPD.

spin multiplicity	1
HOMO energy	-10.874	eV
relative energy (zero: lowest compared OMol25 entry of this formula, charge and spin)	2.4283	eV
SMILES	O.O.O.O.O.O

CARTESIAN COORDINATES (ANGSTROEM)
O -2.9464 -0.6562 -2.8591
O 1.0397 0.4611 -0.2149
O -3.8855 1.6693 0.2378
O -2.4898 -1.5374 4.1543
O 4.8647 0.0469 0.8601
O 3.6721 -0.3460 -1.5652
H -4.6354 1.9265 0.8644
H 0.6157 0.5341 -1.0701
H -2.8529 -1.6380 3.2081
H 5.0298 0.8902 1.2287
H -3.4371 -0.5943 -3.7379
H -2.0634 -0.7907 -3.1889
H -3.6411 0.7713 0.4558
H -1.8173 -0.8996 3.9717
H 0.4111 0.7968 0.4705
H 4.4572 0.2212 -1.6482
H 3.5150 -0.4948 -2.5681
H 4.1638 -0.3605 1.4011

---

No. 2
Computed, not measured: a cluster of 12 separate species, C40H109N5O22 in total, with ωB97M-V/def2-TZVPD.

spin multiplicity	1
HOMO energy	-8.462	eV
relative energy (zero: lowest compared OMol25 entry of this formula, charge and spin)	7.5945	eV
SMILES	COCCNCCOC.COCCNCCOC.COCCNCCOC.COCCNCCOC.COCCNCCOC.OCCO.OCCO.OCCO.OCCO.OCCO.O.O

CARTESIAN COORDINATES (ANGSTROEM)
O 0.2378 0.4937 -5.0566
O -5.0714 -0.6989 -3.0856
O 1.1900 -3.6700 -4.5984
O -4.4460 -0.7947 10.5097
O 5.3676 1.1576 1.5166
O 4.8402 8.7834 -2.7435
O 1.3974 -0.6617 4.9460
O -2.6270 -2.1642 4.0972
O -3.5774 1.0072 1.5501
O -4.0251 -4.8500 0.5271
O 2.2712 2.8286 -1.2553
O 5.6242 -3.3303 2.3993
O 1.2478 -2.8231 0.6160
O 2.9379 1.6119 5.5531
O 2.1538 -0.6435 -0.9307
O 0.6801 -2.7580 3.4406
O 4.9375 1.2948 -1.4435
O 2.5362 1.4905 0.9206
O 4.2958 -2.9978 -4.2601
O -0.6141 -6.0982 0.7965
O 1.8609 -4.4095 -1.6802
O -6.8645 3.5585 -3.2326
N 4.3212 -2.7863 -1.0593
N -2.9139 0.5263 -5.2548
N -6.4892 2.5988 -0.2286
N 3.1030 5.8608 -1.2411
N -3.3142 -1.4013 6.9470
C 4.7238 7.6864 -1.8431
C -4.1178 1.0252 -4.6432
C 1.6143 3.9694 -0.6306
C 0.3965 -1.8855 0.0065
C -4.5575 0.6379 10.5793
C 1.3314 -4.8388 -3.9170
C -5.5417 1.6249 0.2995
C 1.7627 2.1441 -2.4871
C -4.3011 2.1924 0.9965
C 3.2439 7.2803 -1.6629
C 4.6279 -4.0449 3.2327
C 0.9264 -1.3326 -1.3011
C 6.1822 1.2065 -0.7385
C 5.3722 -2.5233 -1.9810
C 4.7939 -1.9693 -3.3913
C 1.7560 5.3152 -1.2831
C 6.1366 1.9060 0.6025
C -2.4377 -0.6588 5.9962
C 6.1349 9.0818 -3.1302
C -3.1548 -2.4370 2.8730
C -4.4282 -1.4128 9.2086
C 1.4132 -0.1100 -5.7004
C -7.1302 4.4468 -4.3491
C -2.1357 1.1306 1.5692
C 0.7905 -4.8141 -2.4909
C -2.7942 -0.8427 4.5084
C -2.0638 0.0261 -4.1944
C -5.3006 0.0353 -4.2450
C -3.3571 -0.7815 8.2077
C -3.1235 -5.9082 0.7069
C 4.7130 -3.4960 0.1352
C 5.1119 -2.5364 1.3043
C -0.7720 -0.4903 -4.7815
C 5.3078 -3.6353 -5.1116
C -7.8105 3.4675 -2.2523
C -1.7944 -5.3388 1.0847
C 2.8136 1.0744 4.2300
C -5.9060 -1.6624 -2.5050
C 1.4463 0.3976 4.0112
C -7.3720 2.2448 -1.3619
H 4.0546 -4.8884 2.8478
H 4.4225 1.3026 1.4307
H -3.5503 -6.6108 1.4226
H -3.0228 -2.3587 6.8106
H 5.7897 -3.0584 -5.9009
H 6.0492 -4.1328 -4.4863
H -5.9621 3.3457 -0.6580
H 1.2155 6.0852 -0.7326
H -2.9390 -6.5199 -0.1762
H -1.4040 -0.9686 6.1494
H 5.3318 6.8765 -2.2461
H 1.5489 -4.0880 -0.8311
H 7.1619 2.1730 0.8585
H -3.7759 1.0681 9.9532
H 1.7805 -2.9841 -4.2781
H -6.3319 -2.4847 -3.0798
H -4.6420 1.5795 -5.4217
H -1.7532 1.5456 2.5017
H 3.7803 5.3203 -1.7600
H 1.1410 -2.8472 1.5697
H -4.1195 -2.0312 2.5683
H -4.5222 2.8993 1.7963
H 5.0176 -4.4525 4.1655
H -1.7334 1.8183 0.8254
H -2.5119 0.3985 6.2505
H 0.5634 1.0368 3.9996
H -2.2090 -0.1206 3.9390
H 5.4211 -4.2921 -0.0945
H 0.7960 1.7011 -2.2478
H 2.7993 1.9040 3.5231
H 2.1301 0.7497 0.4706
H -2.3149 -2.1665 2.2332
H -0.3879 -1.1936 -4.0427
H -6.1224 0.6899 -3.9548
H -2.4184 -0.9300 8.7414
H -1.7304 0.1995 1.1731
H 0.4350 -1.1059 0.7673
H 1.1824 -2.1083 -2.0229
H -2.5299 1.3479 -5.6994
H 0.7785 -5.6315 -4.4210
H 2.9295 7.2211 -2.7049
H 3.6770 0.4450 4.0143
H -6.8654 1.5003 -1.9759
H 6.6770 1.9236 -1.3934
H -7.0000 5.5260 -4.2686
H -1.9750 0.8821 -3.5254
H -8.2041 1.6277 -1.0228
H 1.3605 -3.3922 3.6664
H -4.4124 -2.4831 9.4142
H 2.8335 -1.3205 -0.8941
H -2.5765 -0.8050 -3.7102
H -3.7180 1.7125 -3.8976
H 3.8853 -1.3962 -3.2066
H 1.7549 -0.2387 5.7301
H 5.4720 -1.3511 -3.9797
H -5.7294 -0.6203 -5.0030
H -0.6487 -2.1912 -0.0387
H 6.3955 9.9869 -3.6788
H 3.7835 -4.0123 0.3750
H 5.2237 7.9624 -0.9146
H -5.1935 1.0700 -0.5716
H 5.8949 -3.4439 -2.2407
H -4.5392 -4.9084 1.3357
H -5.5740 -2.1182 -1.5722
H 1.4568 -0.0585 3.0213
H 6.6479 0.2279 -0.8549
H -6.7988 -1.0780 -2.2828
H -1.6155 -4.3976 0.5649
H -5.4721 0.9662 10.0855
H 0.1431 -0.6305 -1.5864
H -5.4010 -1.3850 8.7178
H -8.0591 4.1673 -4.8463
H 3.7944 -3.3793 3.4571
H 3.7252 -3.4331 -1.5557
H 1.7179 2.8015 -3.3554
H 1.2177 -0.3741 -6.7396
H 2.4668 1.3199 -2.6008
H 2.0387 4.1131 0.3630
H -3.1843 -3.5171 2.7290
H -7.7092 4.3648 -1.6417
H -8.8071 3.1740 -2.5820
H 5.4711 2.7643 0.5102
H 1.7857 -0.9983 -5.1902
H 2.6324 2.1596 0.2430
H 3.3591 2.4643 5.4199
H 2.7913 8.0941 -1.0964
H -1.8067 -5.0011 2.1210
H 0.0341 -4.0467 -2.3263
H -0.6029 -6.9397 1.2584
H -1.0284 -1.1957 -5.5720
H 4.4385 -1.8440 1.8094
H 6.9087 8.9967 -2.3673
H 5.9530 -1.9030 1.0226
H 2.3845 -5.1196 -3.9330
H -6.3506 4.3243 -5.1009
H -3.6612 2.7406 0.3051
H 1.5838 5.3092 -2.3594
H 0.5727 3.7035 -0.4503
H 4.7290 -4.4131 -5.6096
H -3.8605 -0.6330 4.4239
H 6.0116 -1.8867 -1.3694
H 0.8214 -2.0291 4.0447
H 0.4100 -5.7685 -2.1268
H 6.3997 8.2253 -3.7502
H -3.4243 0.2880 8.0081
H 2.1741 0.6586 -5.8365
H 4.2976 1.0997 -0.7550
H -6.1537 1.0790 1.0175
H -4.4607 1.0469 11.5850

---

No. 3
Computed, not measured: a structure of composition C2H3BrClF, with ωB97M-V/def2-TZVPD.

spin multiplicity	1
HOMO energy	-9.075	eV
relative energy (zero: lowest compared OMol25 entry of this formula, charge and spin)	3.6891	eV

CARTESIAN COORDINATES (ANGSTROEM)
Br -2.3868 0.1277 -3.0142
Cl -1.1546 -2.4568 -3.6071
F 0.9969 -0.2798 -0.5059
C -1.8538 -1.5534 -2.4610
C 0.5271 0.3815 0.5107
H 0.0383 1.3677 0.1225
H 1.3127 0.5312 1.3325
H -0.2629 -0.2058 0.9346

---

No. 4
Computed, not measured: the ion C10H13N2S2 with charge +1, with ωB97M-V/def2-TZVPD.

spin multiplicity	1
HOMO energy	-12.346	eV
relative energy (zero: lowest compared OMol25 entry of this formula, charge and spin)	4.4757	eV
charge	+1

CARTESIAN COORDINATES (ANGSTROEM)
S 3.4220 1.2759 -0.1351
S -1.2474 1.7132 -1.2245
N -2.4431 -0.1285 1.5372
N -0.3772 -0.6541 -0.3190
C 1.8450 1.0854 0.1998
C -1.4957 -1.4647 -0.2777
C -1.5292 0.7346 1.3823
C 4.1610 -0.1305 0.7447
C 0.8008 -0.9552 -0.6417
C -2.9701 2.0257 -0.8412
C -0.6152 0.7160 0.2659
C 1.2663 -2.1746 -1.3858
C 0.6701 1.4261 0.6717
C -2.4930 -1.2620 0.6548
H 4.2346 -0.9762 0.0845
H 3.3510 -0.2826 1.4655
H -1.5409 1.4660 2.1746
H 0.4314 -2.6398 -1.9223
H -3.4720 1.2242 -0.4667
H 5.0591 0.1522 1.1427
H 2.0374 -1.7611 -1.9181
H 1.5340 -2.7820 -0.6247
H -1.6088 -2.3689 -0.8801
H -3.3892 2.4873 -1.7036
H -3.0282 2.6886 -0.0073
H -3.3146 -1.8500 0.9638
H 0.7119 2.4351 1.0602

---

No. 5
Computed, not measured: the ion C5H7N2 with charge +1, with ωB97M-V/def2-TZVPD.

spin multiplicity	1
HOMO energy (alpha / beta)	-14.296 / -14.146	eV
relative energy (zero: lowest compared OMol25 entry of this formula, charge and spin)	8.7996	eV
SMILES	Cn1c#c[n+](C)c1
charge	+1

CARTESIAN COORDINATES (ANGSTROEM)
N -0.5403 -0.7689 -1.1319
N 1.0471 -0.3713 0.6355
C 0.4732 0.3736 -0.2929
C 1.9429 0.1548 1.5910
C -0.1880 -1.7943 -0.4132
C -1.7162 -0.6774 -1.9118
C 0.9188 -1.7322 0.3938
H -2.2882 -1.4502 -1.5075
H 2.2474 -0.7030 2.1407
H -1.4100 -0.9709 -2.9387
H 1.4158 0.8399 2.3185
H -2.1553 0.3336 -1.9659
H 2.7095 0.8203 1.2546
H 0.4485 1.3963 -0.4625

---

No. 6
Computed, not measured: a structure of composition C17H20Cl3NO3PtS2, with ωB97M-V/def2-TZVPD.

spin multiplicity	5
HOMO energy (alpha / beta)	0.454 / -2.269	eV
relative energy (zero: lowest compared OMol25 entry of this formula, charge and spin)	0.0000	eV
charge	-2

CARTESIAN COORDINATES (ANGSTROEM)
Pt 0.5832 0.0335 0.5442
Cl 2.3399 1.2754 -0.4278
Cl 1.6843 -1.9855 -0.3686
Cl -0.8750 -1.5516 1.5449
S 1.0723 0.8497 2.6909
S 3.6830 4.0136 2.9024
O 3.9248 4.5480 4.2205
O 3.7833 4.8895 1.7601
O -2.0147 1.0449 2.3784
N 2.2799 3.1245 2.8639
C -0.7179 0.8479 -0.9785
C -2.2771 -0.9293 -1.2070
C -3.0832 1.1278 -0.0376
C -1.0040 -2.4418 -2.8310
C 6.6266 1.2006 2.4239
C -3.4621 -1.7821 -1.0420
C 3.8473 1.4358 2.4844
C 2.4476 1.8403 2.6328
C -2.1304 0.3812 -0.6451
C 0.7941 0.0823 -3.0004
C 5.8158 0.0685 2.2466
C 4.4243 0.1862 2.2592
C -1.1639 -1.2038 -2.0277
C 6.0524 2.4648 2.6090
C -0.5282 2.3135 -1.0765
C -0.2786 -0.1089 -2.0147
C 4.6687 2.5515 2.6353
H 0.5253 2.5319 -1.2566
H -2.8381 1.0846 2.8889
H -4.0471 -1.8238 -1.9716
H -0.7944 2.7498 -0.1129
H -1.6905 -2.4411 -3.6899
H 1.4112 0.9413 -2.7356
H 0.0211 -2.5317 -3.1980
H -2.8256 2.1062 0.3370
H 1.4493 -0.7961 -3.0138
H -1.2271 -3.3284 -2.2230
H -1.1502 2.7528 -1.8647
H -3.1870 -2.8112 -0.7775
H -1.7832 0.0862 2.3277
H -4.0710 0.7076 0.1234
H 6.6362 3.3721 2.7389
H 0.3820 0.2167 -4.0123
H 3.7681 -0.6658 2.0833
H -4.0967 -1.3791 -0.2488
H 6.2821 -0.9057 2.1000
H 7.7123 1.1040 2.4242

---

Number 1: calculated total energy -12478.6854 eV. Number 2: calculated total energy -95727.5862 eV. Number 3: calculated total energy -87401.1921 eV. Number 4: calculated total energy -35218.9035 eV. Number 5: calculated total energy -8263.9776 eV. Number 6: calculated total energy -88070.5634 eV.